Entry 1:
The following is a DFT calculation (the ωB97M-V functional and the def2-TZVPD basis) of 2 unconnected molecules or ions with the total composition C7H9N3S.

```
20
Properties=species:S:1:pos:R:3
C -0.64909 -1.22087 -1.15150
C 3.29750 0.33314 -0.22709
C 2.05012 -0.06621 -0.72664
C 3.35299 0.33691 1.13413
C 1.14447 -0.36878 0.26997
C -1.63923 1.20162 -0.96100
C -0.17210 -0.86416 0.12355
N -0.99411 -1.67661 -2.15497
N -2.27584 -1.56065 1.09514
N -0.92851 -1.19815 1.20952
S 1.86449 -0.13843 1.84969
H 4.12885 0.60168 -0.85360
H 1.80725 -0.14196 -1.77065
H 4.17677 0.59077 1.76928
H -1.50591 1.11040 -2.01804
H -1.01805 1.90082 -0.43641
H -2.61793 1.02362 -0.56481
H -2.34547 -2.53597 0.80397
H -2.73231 -0.99837 0.37052
H -0.70834 -0.75151 2.09241
```

Values from the calculation:
HOMO level (spin up / spin down)   -6.94 / -8.64 eV
F_max   0.015 hartree/bohr
Molar mass   167.2 g/mol
Energy above the lowest of the compared OMol25 structures with the same formula, charge and spin   480.1 kJ/mol

---

Entry 2:
The following is a DFT calculation (the ωB97M-V functional and the def2-TZVPD basis) of a molecular structure, C7H9NO.

```
18
Properties=species:S:1:pos:R:3
C 0.44964 1.85133 -2.99294
C 0.09220 1.07709 -1.70625
C 0.51978 1.36966 -0.39059
C 0.44094 0.73608 0.92408
C 0.02388 -0.58338 1.20292
C 0.14997 -0.82278 2.89935
C -0.83909 -0.08362 -2.01395
H -0.06887 3.04967 -3.57400
H 0.54572 1.09107 -3.95549
H 1.52357 2.24787 -2.81115
H 1.01587 2.28520 -0.05163
H 0.96108 1.11478 2.01085
H -0.70767 -1.34284 0.48853
H -0.99644 -0.25119 3.51215
H 1.38818 -0.02361 3.40967
H -0.36308 -2.71377 3.74493
N -1.59101 -1.07296 -1.97437
O 0.35185 -2.40159 2.93887
```

Values from the calculation:
HOMO level   -8.80 eV
F_max   0.165 hartree/bohr
Molar mass   123.2 g/mol
Energy above the lowest of the compared OMol25 structures with the same formula, charge and spin   1038.3 kJ/mol

---

Entry 3:
The following is a DFT calculation (the ωB97M-V functional and the def2-TZVPD basis) of a single C7H9NO molecule.

```
18
Properties=species:S:1:pos:R:3
C -1.35470 -3.17268 0.65921
O -1.03065 -1.94075 0.12471
C 0.07404 -1.29056 0.80574
C 0.38230 0.10423 0.22806
C 1.29588 0.33256 -0.75185
C 1.45519 1.56140 -1.19399
C 0.53183 2.59527 -0.83700
C -0.43475 2.24833 0.10638
N -0.55071 0.94954 0.57951
H -2.20794 -3.63933 0.05938
H -1.75056 -3.06675 1.57469
H -0.49511 -3.89943 0.54912
H 1.12562 -2.02802 0.56947
H -0.17481 -1.03828 1.83254
H 2.05151 -0.37396 -1.11285
H 2.17517 1.82252 -1.90364
H 0.56180 3.67258 -1.12226
H -0.88427 3.15872 0.40006
```

Values from the calculation:
HOMO level   -9.68 eV
F_max   0.097 hartree/bohr
Molar mass   123.2 g/mol
Energy above the lowest of the compared OMol25 structures with the same formula, charge and spin   277.3 kJ/mol

---

Entry 4:
The following is a DFT calculation (the ωB97M-V functional and the def2-TZVPD basis) of a single C7H9NO molecule.

```
18
Properties=species:S:1:pos:R:3
C -2.54146 -1.08565 -0.61797
C -1.22929 -0.29938 -0.48514
C -1.02256 0.98791 -0.05548
N 0.30023 1.08847 0.28526
C 0.91886 -0.14280 0.07206
C 0.01657 -1.05738 -0.38983
O 0.11122 -2.38575 -0.77750
C 2.27247 0.43871 0.41643
C 1.48874 1.71856 0.77001
H -2.54791 -1.90730 0.09704
H -2.70519 -1.38825 -1.67522
H -3.35717 -0.42594 -0.28699
H -1.62559 1.88928 0.11376
H 0.97860 -2.74837 -0.52509
H 2.76060 -0.00267 1.28071
H 2.99819 0.67220 -0.43454
H 1.77860 2.74398 0.36351
H 1.40508 1.90438 1.84897
```

Values from the calculation:
HOMO level   -7.82 eV
F_max   0.058 hartree/bohr
Molar mass   123.2 g/mol
Energy above the lowest of the compared OMol25 structures with the same formula, charge and spin   255.8 kJ/mol